Entry 1:
{
  "formula": "C4H5FN2O",
  "method": "the ωB97M-V functional and the def2-TZVPD basis",
  "spin_multiplicity": 1,
  "charge": 0,
  "relative_energy_kj_mol": 406.4,
  "e_lumo_ev": 0.16,
  "fmax_ev_per_a": 4.8,
  "species": ["H", "H", "N", "C", "C", "H", "C", "H", "C", "N", "H", "F", "O"],
  "positions_angstrom": [[-1.755, 2.116, -0.143], [1.710, -1.680, 0.426], [-2.388, -1.142, -0.383], [-0.574, 0.130, -0.506], [-1.744, 0.975, -0.202], [1.299, 1.408, -0.306], [0.973, 0.296, -0.407], [2.559, 0.050, 1.408], [1.521, -0.521, 0.870], [-2.769, 0.130, -0.278], [0.553, -0.419, 1.690], [1.624, -0.191, -1.544], [-1.010, -1.151, -0.625]],
  "nbo_charge": [0.2478, 0.2603, 0.0791, 0.2623, -0.1410, 0.1944, 0.1463, 0.2431, -0.6735, -0.2261, 0.2335, -0.3552, -0.2711]
}


Entry 2:
{
  "formula": "C8H8BBr4F18O8P3Zr",
  "method": "the ωB97M-V functional and the def2-TZVPD basis",
  "spin_multiplicity": 2,
  "charge": 1,
  "e_lumo_ev": [-6.80, -9.78],
  "fmax_ev_per_a": 8.0,
  "species": ["F", "F", "F", "F", "P", "C", "C", "C", "C", "Br", "O", "F", "O", "H", "C", "O", "F", "O", "F", "C", "C", "H", "O", "Br", "F", "H", "O", "H", "F", "Br", "H", "H", "H", "F", "C", "F", "P", "Br", "F", "Zr", "H", "F", "F", "O", "P", "F", "F", "F", "F", "B", "O"],
  "positions_angstrom": [[3.346, 0.214, 2.092], [-1.690, -0.846, 0.840], [3.359, 2.279, 2.373], [0.439, 3.195, 0.718], [1.162, 3.948, -0.505], [-2.586, -0.667, -2.320], [4.884, -3.754, -3.264], [-6.192, 0.684, 2.149], [1.100, -2.582, -1.124], [-6.115, -1.527, 0.235], [5.703, -3.878, -4.214], [3.635, 2.046, 4.716], [1.886, -3.504, -1.635], [-7.092, 0.160, 2.471], [2.097, -1.390, -0.826], [6.044, -5.132, -1.583], [3.969, -0.229, 4.415], [-0.117, -2.687, -0.896], [-0.214, 3.978, -1.446], [-3.541, -0.187, -3.401], [-5.315, 0.144, 0.992], [-3.653, 0.896, -3.446], [1.804, -0.265, -0.318], [-5.354, -0.912, -3.218], [-0.181, 1.604, 2.451], [-3.088, -0.440, -4.359], [4.063, -4.051, -1.078], [-2.457, -1.749, -2.321], [0.799, 5.291, 0.274], [-7.043, 2.472, 1.781], [-2.980, -0.607, -1.306], [-5.640, 0.949, 3.051], [-5.259, 0.920, 0.229], [5.197, 1.353, 2.913], [5.078, -4.545, -1.942], [2.126, 0.928, 3.439], [-1.010, 0.386, 1.714], [-0.825, 0.216, -2.512], [-2.254, 1.345, 1.513], [1.717, 1.503, 1.137], [-4.308, -0.096, 1.335], [-1.629, -0.095, 3.193], [1.454, 2.373, -0.880], [3.303, -1.731, -1.093], [3.710, 1.060, 3.413], [0.507, -0.306, 1.862], [2.083, 4.584, -1.739], [-0.298, 0.915, 0.355], [2.305, 3.812, 0.622], [3.277, -3.042, -1.736], [3.792, -3.034, -3.125]],
  "mulliken_spin": [-0.0001, 0.0000, 0.0000, 0.0000, 0.0000, 0.0001, -0.0294, 0.0000, 0.0028, 0.0000, 0.6251, 0.0000, 0.0183, 0.0000, 0.0047, 0.2026, 0.0000, 0.0001, 0.0000, 0.0000, -0.0001, 0.0000, -0.0012, 0.0000, 0.0000, 0.0000, 0.1232, 0.0000, 0.0000, 0.0000, 0.0000, 0.0000, 0.0000, 0.0000, 0.0014, 0.0000, 0.0000, 0.0001, 0.0000, -0.0001, 0.0001, 0.0000, 0.0000, 0.0159, 0.0000, -0.0001, 0.0000, 0.0000, 0.0000, -0.0212, 0.0579]
}


Entry 3:
{
  "formula": "C7H8NO3",
  "method": "the ωB97M-V functional and the def2-TZVPD basis",
  "spin_multiplicity": 1,
  "charge": 1,
  "relative_energy_kj_mol": 413.3,
  "e_lumo_ev": -5.31,
  "fmax_ev_per_a": 5.4,
  "species": ["C", "O", "H", "C", "C", "N", "C", "H", "H", "H", "H", "H", "O", "H", "H", "C", "C", "O", "C"],
  "positions_angstrom": [[-0.936, -0.277, 2.508], [-0.711, -1.506, 2.351], [-2.243, 0.664, 0.987], [1.689, -0.834, -1.466], [-1.027, 0.537, -1.443], [1.007, -0.594, -2.717], [1.060, -0.437, -0.112], [-0.601, 1.008, 4.015], [1.480, -0.918, -3.577], [2.330, 0.055, 1.339], [-0.792, 0.281, -3.744], [-0.919, 1.818, 1.514], [1.781, -0.717, 1.074], [-2.030, 1.059, -1.555], [2.715, -1.335, -1.497], [-0.286, 0.077, -2.731], [-0.330, 0.249, -0.056], [-1.074, 0.159, 3.863], [-1.114, 0.710, 1.248]],
  "nbo_charge": [0.7787, -0.5176, 0.2841, 0.0515, -0.2145, -0.4750, 0.2858, 0.4921, 0.4639, 0.5079, 0.2688, 0.2732, -0.6676, 0.2788, 0.2747, 0.0680, 0.1014, -0.6754, -0.5786]
}


Entry 4:
{
  "formula": "C25H46AsBF6KN2P2",
  "method": "the ωB97M-V functional and the def2-TZVPD basis",
  "spin_multiplicity": 2,
  "charge": -2,
  "e_lumo_ev": [4.12, 4.12],
  "fmax_ev_per_a": 0.7,
  "species": ["C", "C", "C", "As", "C", "H", "H", "H", "C", "H", "H", "C", "H", "H", "C", "H", "H", "H", "C", "H", "H", "H", "H", "H", "H", "H", "B", "C", "H", "H", "H", "H", "H", "H", "C", "H", "C", "F", "H", "H", "H", "F", "C", "H", "H", "C", "C", "K", "F", "H", "N", "C", "P", "H", "C", "H", "H", "C", "H", "H", "C", "H", "C", "F", "H", "H", "C", "F", "H", "C", "C", "H", "H", "H", "C", "H", "C", "H", "F", "N", "H", "C", "H", "P"],
  "positions_angstrom": [[0.213, 2.540, -2.479], [1.661, 2.231, 0.180], [5.703, -0.904, 0.315], [-5.697, 4.013, 0.160], [-1.592, 4.349, 1.811], [1.848, 4.725, 1.494], [4.375, 2.226, 0.505], [2.529, -3.179, -1.293], [1.122, -4.573, -3.154], [4.589, -2.721, -0.066], [0.431, 5.131, -2.726], [3.328, -0.978, -0.038], [1.187, 2.648, 2.852], [1.293, 2.401, -2.417], [0.457, 4.873, -1.661], [-0.486, 2.101, 2.873], [1.439, -6.460, -0.287], [2.660, -5.338, -0.877], [1.886, -2.851, -0.467], [-0.022, 3.560, 3.758], [-0.027, 2.907, -3.481], [2.236, -3.386, 0.428], [-1.996, 4.906, 0.966], [-0.273, -5.159, 2.516], [-5.467, -0.499, 2.752], [-0.380, -6.707, -2.644], [1.035, -0.335, -0.306], [-0.585, -5.891, -1.940], [-1.418, -5.304, -2.334], [-2.308, 4.456, -1.091], [-5.352, -1.563, 1.378], [-1.879, 4.219, -2.780], [-0.905, -6.339, -0.999], [-1.655, 4.994, 2.694], [-4.854, -0.686, 1.845], [1.505, 4.798, -1.362], [1.778, -5.909, -1.163], [-4.996, 3.700, 1.726], [-2.534, -3.409, 0.042], [-2.243, 3.495, 1.999], [-0.976, -2.914, 2.646], [-4.522, 5.273, -0.092], [-0.542, -3.906, 0.789], [0.767, 5.562, 2.613], [6.550, 1.031, 0.671], [0.818, 5.058, 1.642], [4.418, 1.149, 0.380], [-3.147, 1.309, 0.814], [-4.539, 2.855, -0.482], [1.274, -5.448, -3.799], [2.052, -1.431, -0.292], [-0.304, 3.562, -1.455], [0.171, -3.404, -0.886], [0.582, -2.420, 1.947], [-0.153, 3.872, 1.630], [-0.243, 1.559, -2.330], [2.181, 2.830, -0.574], [0.153, 2.985, 2.843], [2.099, -6.646, -1.910], [-2.536, -4.272, 1.549], [-2.035, -4.209, 0.580], [0.376, -3.925, -3.617], [0.130, -5.083, 1.499], [-6.848, 2.758, 0.392], [-2.196, -5.152, 0.052], [0.593, 5.794, 0.887], [-1.790, 3.785, -1.778], [-6.319, 4.299, -1.430], [-0.916, -1.809, 1.260], [0.668, -5.031, -1.760], [4.540, -1.646, 0.057], [-2.334, 2.841, -1.783], [1.211, -4.958, 1.582], [0.003, 5.695, -1.126], [-0.452, -2.683, 1.713], [2.063, -4.020, -3.114], [3.270, 0.422, 0.125], [6.657, -1.415, 0.390], [-6.782, 5.173, 0.850], [1.952, 0.817, -0.006], [2.073, 2.551, 1.140], [5.644, 0.470, 0.473], [-0.071, -6.033, 0.998], [-0.147, 2.674, 0.189]],
  "mulliken_spin": [-0.0003, -0.0003, 0.0001, -0.0131, 0.0044, 0.0000, 0.0000, -0.0002, 0.0003, 0.0000, -0.0001, 0.0002, -0.0001, -0.0002, 0.0002, 0.0001, 0.0000, 0.0000, 0.0000, 0.0001, 0.0000, 0.0002, 0.0001, -0.0001, 0.0309, -0.0001, 0.0001, -0.0008, 0.0003, 0.0007, 0.0419, -0.0003, 0.0004, -0.0001, 0.9358, 0.0000, -0.0001, 0.0057, 0.0018, -0.0030, -0.0020, 0.0000, -0.0672, 0.0000, 0.0000, 0.0001, -0.0004, 0.0048, -0.0141, -0.0001, 0.0021, 0.0011, -0.0003, 0.0030, -0.0008, 0.0003, -0.0005, -0.0014, 0.0000, -0.0086, 0.0506, -0.0001, 0.0011, 0.0066, -0.0035, 0.0000, -0.0025, 0.0013, -0.0058, 0.0007, -0.0006, -0.0004, -0.0004, 0.0000, 0.0314, 0.0000, 0.0003, 0.0000, 0.0001, -0.0018, 0.0001, 0.0000, -0.0005, 0.0024]
}


Entry 5:
{
  "formula": "C3H3IO2",
  "method": "the ωB97M-V functional and the def2-TZVPD basis",
  "spin_multiplicity": 1,
  "charge": 0,
  "relative_energy_kj_mol": 539.3,
  "e_lumo_ev": -1.67,
  "fmax_ev_per_a": 4.0,
  "species": ["O", "H", "C", "O", "C", "H", "C", "H", "I"],
  "positions_angstrom": [[-0.576, 2.460, 0.141], [-1.478, 2.479, 0.381], [0.641, -0.828, 0.276], [0.112, 1.369, 0.601], [1.077, -1.927, 0.522], [1.806, -2.654, 0.698], [-0.088, 0.308, -0.165], [-0.169, 0.320, -1.161], [-2.743, -0.326, 0.056]],
  "nbo_charge": [-0.4193, 0.4845, -0.1212, -0.1890, -0.0825, 0.2380, 0.2172, 0.2115, -0.3393]
}


Entry 6:
{
  "formula": "C2H10OSi2",
  "method": "the ωB97M-V functional and the def2-TZVPD basis",
  "spin_multiplicity": 3,
  "charge": 0,
  "relative_energy_kj_mol": 223.8,
  "e_lumo_ev": [0.61, -1.73],
  "fmax_ev_per_a": 5.3,
  "species": ["Si", "C", "O", "C", "H", "H", "H", "H", "H", "H", "H", "Si", "H", "H", "H"],
  "positions_angstrom": [[1.463, 0.308, -0.395], [1.516, -0.824, 0.958], [0.918, -0.235, -1.898], [1.495, 2.210, -0.579], [1.740, -0.526, 1.936], [-4.041, -1.052, -0.032], [0.202, -0.784, -1.666], [2.570, 2.477, -0.766], [-2.409, -2.583, 0.298], [0.651, 2.583, -1.098], [-1.864, -0.360, -0.349], [-2.727, -1.304, 0.479], [1.482, 2.783, 0.399], [1.807, -1.849, 0.780], [-2.804, -0.843, 1.933]],
  "mulliken_spin": [0.9825, 0.9105, -0.0169, 0.0256, 0.0166, 0.0027, 0.0281, 0.0068, 0.0022, 0.0072, 0.0153, -0.0060, 0.0065, 0.0162, 0.0026]
}